Below is a structure of composition C37H36N8O2RuS2 at a distorted geometry, with properties calculated with ωB97M-V/def2-TZVPD.

## Properties
Charge: +1
Frontier orbital gap (spin up / spin down) (eV): 6.426 / 5.237
Expectation value of S²: 8.792
Electronic energy (a.u.): -2911.05277
Spin multiplicity: 6
ΔE to the lowest compared entry with this formula, charge and spin (kcal/mol): 0.0

The geometry in XYZ format:
```
86
Properties=species:S:1:pos:R:3:forces:R:3
Ru 0.50719 -1.53713 0.81462 0.7 0.0 -0.1
O 2.10256 1.90306 2.63690 -0.9 -1.2 -0.6
C 1.85081 0.75177 2.24953 -0.9 1.2 -1.0
N 0.75342 0.33148 1.46605 1.5 2.4 2.0
C -0.24216 1.41617 1.25208 1.0 -0.6 1.1
C -1.55341 0.71039 1.06520 -1.0 -0.6 -1.0
C -2.82688 1.33820 1.24811 0.2 0.2 1.3
C -3.95788 0.55268 1.51650 2.0 -1.4 -1.7
C -3.83333 -0.81964 1.09520 -1.2 1.7 0.9
C -2.65604 -1.26314 0.60031 1.9 -0.7 -0.2
N -1.45368 -0.60946 0.70322 -2.7 2.4 0.4
C 2.81599 -0.31208 2.58071 0.9 -2.2 0.1
C 4.01858 -0.03111 3.24475 -0.5 1.3 0.1
C 4.86250 -1.07924 3.55114 0.3 -0.5 0.3
C 4.51534 -2.38941 3.21877 -0.1 0.6 -0.8
C 3.39287 -2.58268 2.43037 -1.3 -0.3 0.6
N 2.51008 -1.58136 2.18884 1.0 0.3 0.1
H 0.10167 2.05859 0.43295 -0.5 -0.1 -0.2
H -0.20361 2.06826 2.15689 -0.4 -0.4 -0.6
H -2.85650 2.43902 1.39554 0.1 -0.9 0.0
H -4.88718 0.91574 1.91149 -0.1 0.3 0.0
H -4.69539 -1.47774 1.15845 0.2 0.1 -0.2
H -2.55153 -2.22952 0.12487 -0.2 -0.2 0.2
H 4.22281 1.03571 3.54380 -0.2 -1.4 -0.5
H 5.81882 -0.92018 4.04358 -0.3 0.2 0.1
H 5.13421 -3.22511 3.49143 0.2 -0.1 0.0
H 3.11516 -3.61957 2.09997 0.1 1.2 0.2
S -1.89510 -4.62135 3.24926 0.3 0.0 -0.1
C -1.53298 -3.38648 4.38652 0.3 2.6 0.2
C -2.05610 -3.18954 5.66963 0.0 -0.6 0.6
C -1.62897 -2.10075 6.44967 0.0 -0.4 -0.4
C -0.81314 -1.09339 5.86849 -0.1 -0.2 0.8
C -0.37500 -1.20392 4.55355 -0.3 -0.1 -0.7
C -0.73343 -2.31855 3.79274 -1.1 -2.2 -0.1
N -0.44305 -2.60661 2.43022 -0.8 -1.4 1.3
C -0.93208 -3.80533 2.07278 0.6 1.1 1.1
C -0.60966 -4.31897 0.78142 1.1 0.7 -1.6
C -0.78604 -5.64313 0.33380 -1.1 0.8 1.2
C -0.58370 -5.91215 -1.00847 0.5 -0.7 -0.3
C -0.10551 -4.92530 -1.84570 -0.2 0.9 -1.3
C 0.14506 -3.61490 -1.37521 0.7 -0.2 -1.6
C -0.00539 -3.26693 -0.06161 -0.8 -2.1 0.9
H -2.77933 -3.92328 6.10012 0.8 0.6 -0.4
H -1.92956 -2.12037 7.52266 0.2 0.5 -1.1
H -0.52414 -0.21853 6.48402 -0.2 -0.7 -0.5
H 0.17616 -0.44415 4.00930 0.1 0.2 0.5
H -1.21684 -6.38655 1.05102 0.5 0.5 -0.9
H -0.73525 -6.90540 -1.43530 -0.1 0.2 0.4
H 0.00248 -5.13758 -2.94447 0.0 0.2 1.3
H 0.51969 -2.83538 -2.07436 -0.2 -0.8 0.4
N 4.67709 1.92854 -3.54562 1.1 0.8 0.3
C 5.03054 0.67553 -3.08555 -3.0 -0.1 1.4
S 6.42202 -0.16375 -3.42585 1.2 -0.4 -0.5
C 3.98932 0.11968 -2.25654 1.8 -0.7 -0.2
C 2.75896 0.77388 -2.09183 -0.7 0.4 -0.1
C 1.74402 0.18112 -1.39759 0.8 -1.0 1.4
N 1.94140 -0.97747 -0.71315 0.0 -0.2 -1.2
C 3.10298 -1.63452 -0.92256 -0.3 -0.4 -0.4
C 4.18467 -1.13728 -1.62987 -2.1 0.2 0.3
H 5.40482 2.34922 -4.09969 0.0 0.4 -0.2
H 4.45252 2.49665 -2.71257 0.1 0.1 -0.9
H 2.56574 1.74453 -2.51329 -0.1 -0.1 -0.3
H 0.75869 0.55327 -1.23621 -0.4 0.9 -0.4
H 3.00940 -2.67552 -0.64644 0.7 -0.1 0.5
H 5.02670 -1.77486 -1.78914 0.5 -0.1 -0.1
C -1.48188 5.14161 -1.28744 0.5 -0.4 1.0
N -2.08552 4.75482 -2.54754 -0.4 0.7 -0.1
C -3.05056 5.64253 -3.22404 -0.5 -0.9 1.4
C -3.89997 4.80079 -4.14935 -1.9 -0.5 0.7
C -3.09734 3.86688 -5.01405 -0.1 0.1 -1.7
N -2.22490 3.07736 -4.21375 0.9 -0.6 1.1
C -1.66660 1.85684 -4.80700 1.2 0.0 1.1
C -1.68161 3.55045 -3.02882 0.1 -0.8 -0.3
O -0.86806 2.88596 -2.37928 0.0 -0.2 -0.3
H -1.71363 4.43882 -0.41484 0.3 0.6 -1.4
H -1.85908 6.11213 -0.97965 0.0 0.2 -0.2
H -0.37799 5.20072 -1.41040 -0.7 -0.1 0.3
H -2.61755 6.44635 -3.80478 0.6 0.2 0.0
H -3.67567 6.09651 -2.40283 0.5 -0.3 -1.0
H -4.51644 5.50207 -4.73831 0.2 -0.5 0.0
H -4.60997 4.11967 -3.56127 0.9 1.1 -0.5
H -2.51237 4.42672 -5.80134 -0.6 -0.4 0.5
H -3.77934 3.13694 -5.53802 0.5 1.0 0.3
H -2.34328 1.53330 -5.58098 -0.2 -0.2 -0.2
H -1.51611 1.04685 -4.03282 -0.4 1.0 -0.8
H -0.65347 2.03848 -5.24893 -0.8 -0.1 0.2
```
Forces are in eV/Å.

Atomic partial charges in e from the Löwdin method, atoms 1 to 2: 1.3988, 0.0466

***

Below is a structure of composition C37H37ClGaI2N6OP, with properties calculated with ωB97M-V/def2-TZVPD.

## Properties
Charge: +2
Frontier orbital gap (eV): 7.245
Electronic energy (a.u.): -5157.20122
ΔE to the lowest compared entry with this formula, charge and spin (kcal/mol): 27.0

The geometry in XYZ format:
```
86
Properties=species:S:1:pos:R:3:forces:R:3
Ga 0.34055 0.40360 -0.01659 0.0 -0.2 -0.2
I 6.17981 2.59743 4.34954 0.0 0.0 0.0
C 4.76766 2.09161 2.91017 0.1 0.0 -0.1
C 5.09257 2.14471 1.55831 -0.1 0.0 0.1
C 4.13781 1.81061 0.61923 0.0 0.0 -0.1
I 4.70072 1.86717 -1.39071 0.0 0.0 0.1
C 2.83109 1.43473 0.96901 0.1 0.0 0.1
O 1.97222 1.19101 -0.04469 -0.1 0.2 0.1
C 2.52588 1.35713 2.33794 -0.1 -0.1 0.1
C 1.18704 0.98671 2.95359 0.1 0.1 -0.2
N 0.35138 0.04348 2.13087 0.0 -0.1 0.0
C 0.80649 -1.32806 2.46727 0.0 0.0 0.0
C 0.88077 -2.23977 1.29238 0.0 -0.1 0.0
C 1.06097 -3.59951 1.48136 0.0 0.0 0.0
C 1.34666 -4.39750 0.39008 0.0 0.0 0.0
C 1.46977 -3.79233 -0.85156 0.0 0.0 0.0
C 1.24865 -2.43671 -0.95727 0.0 0.0 0.0
N 0.92150 -1.66319 0.09098 0.1 0.0 0.0
C 3.50416 1.68637 3.28142 0.0 0.0 0.0
H 6.08305 2.44011 1.24203 0.0 0.0 0.0
H 0.60690 1.86552 3.20902 0.0 0.0 -0.1
H 1.38049 0.49125 3.90545 0.0 0.0 0.0
H -0.60480 0.11910 2.46518 0.0 0.1 0.0
H 0.19816 -1.74639 3.26936 0.0 0.0 0.0
H 1.82888 -1.25164 2.84251 0.0 0.0 0.0
H 0.99983 -4.01284 2.47949 0.0 0.0 0.0
H 1.49543 -5.46223 0.50987 0.0 0.0 0.0
H 1.72975 -4.35284 -1.73812 0.0 0.0 0.0
H 1.34711 -1.95700 -1.91077 0.0 0.1 0.0
H 3.25418 1.62323 4.33432 0.0 0.0 0.0
Cl -2.05000 -1.20692 -0.26384 -0.1 0.1 0.0
C -2.69767 -0.83822 -1.85881 0.0 0.1 -0.1
C -4.01069 -1.21499 -2.07890 0.0 0.0 0.1
C -4.56354 -1.03196 -3.33607 0.0 0.0 -0.1
C -3.79180 -0.50594 -4.36444 0.0 0.0 0.1
C -2.48227 -0.13133 -4.12154 0.0 -0.1 0.0
C -1.90976 -0.25150 -2.84918 0.0 -0.1 0.0
P -0.17967 0.24165 -2.60102 0.1 0.0 -0.1
C 0.13422 1.83062 -3.42673 0.0 0.0 0.1
C 1.39725 2.36837 -3.16966 0.0 0.0 0.0
C 1.77069 3.57901 -3.72821 0.0 0.0 0.0
C 0.87668 4.27721 -4.52795 0.0 0.0 0.0
C -0.39298 3.76517 -4.75562 0.0 0.0 0.0
C -0.77085 2.54698 -4.20837 0.0 0.0 0.1
C 0.73269 -0.93313 -3.67474 -0.2 -0.1 0.0
C 2.07672 -0.71378 -3.97255 0.0 0.0 -0.1
C 2.77387 -1.63584 -4.73976 0.0 0.1 0.0
C 2.14115 -2.77650 -5.21012 0.0 -0.1 0.0
C 0.80877 -3.00976 -4.90002 0.0 0.0 0.0
C 0.10506 -2.09917 -4.12710 0.1 0.1 0.1
H -4.58536 -1.65784 -1.27709 0.0 0.0 0.0
H -5.59014 -1.32149 -3.51472 0.0 0.0 0.0
H -4.20606 -0.39948 -5.35757 0.0 0.0 0.0
H -1.87504 0.22668 -4.94204 0.0 0.0 0.0
H 2.07740 1.87034 -2.48732 0.0 0.0 0.0
H 2.75285 3.98265 -3.51804 0.0 0.0 0.0
H 1.16157 5.22692 -4.96048 0.0 0.0 0.0
H -1.09852 4.31768 -5.36188 0.0 0.0 0.0
H -1.77756 2.19415 -4.37554 0.0 0.0 0.0
H 2.59062 0.16691 -3.61442 0.0 0.0 0.0
H 3.81498 -1.45728 -4.97313 0.0 0.0 0.0
H 2.68646 -3.48516 -5.81939 0.0 0.0 0.0
H 0.31426 -3.90180 -5.26149 0.0 0.0 0.0
H -0.92144 -2.30871 -3.85438 0.0 0.0 -0.1
C -2.42670 2.07254 -0.19098 0.1 0.0 -0.1
N -3.13710 3.31463 -0.05253 0.0 0.0 0.0
C -2.51508 4.33843 -0.89874 0.0 0.0 0.0
N -1.12300 4.56052 -0.50799 0.0 0.0 0.0
C -0.39754 3.32983 -0.66896 0.1 0.0 0.0
N -0.96119 2.19623 0.18695 0.0 0.1 0.1
C -0.93798 2.75042 1.59246 -0.1 -0.1 0.0
N -1.67716 3.97172 1.74839 0.0 -0.1 0.0
C -3.06922 3.75512 1.34343 0.0 0.0 0.0
C -1.08095 4.99332 0.88514 0.0 0.0 0.0
H -2.47121 1.74137 -1.22873 0.0 0.0 0.0
H -2.88096 1.32433 0.45503 0.0 -0.1 0.0
H -3.07241 5.26880 -0.79931 0.0 0.0 0.0
H -2.55011 4.01704 -1.94151 0.0 0.0 0.0
H 0.65358 3.45267 -0.40454 0.0 0.0 0.0
H -0.47791 3.02539 -1.70144 0.0 0.0 0.0
H 0.10457 2.94029 1.83591 0.0 0.0 0.0
H -1.37407 1.99783 2.25325 0.0 0.0 0.0
H -3.62370 4.68537 1.45563 0.0 0.0 0.0
H -3.52362 2.99921 1.98722 0.0 0.0 0.0
H -0.04471 5.16099 1.18308 0.0 0.0 0.0
H -1.63347 5.92497 0.99670 0.0 0.0 0.0
```
Forces are in eV/Å.

Atomic partial charges in e from the Löwdin method, atoms 1 to 2: 0.4235, 0.9446

***

Below is a structure of composition C37H37MnN3P2 at a distorted geometry, with properties calculated with ωB97M-V/def2-TZVPD.

## Properties
Frontier orbital gap (spin up / spin down) (eV): 7.668 / 6.646
Expectation value of S²: 8.788
Electronic energy (a.u.): -3429.90292
Spin multiplicity: 6
ΔE to the lowest compared entry with this formula, charge and spin (kcal/mol): 0.0

The geometry in XYZ format:
```
80
Properties=species:S:1:pos:R:3:forces:R:3
Mn -4.59530 0.07055 2.45880 -0.9 0.5 1.2
C -4.76281 -1.38338 4.41729 2.5 -0.3 0.6
C -3.47130 -1.22362 3.93305 -0.8 -0.4 1.7
C -2.72518 -2.21242 3.05683 0.7 -0.4 -0.2
C -2.90552 -2.10476 1.51953 0.2 0.2 -0.2
C -4.23252 -1.54187 1.07531 -2.0 -1.8 -0.3
C -5.46965 -1.90667 1.62913 1.5 -0.6 -2.2
C -5.66995 -2.99020 2.63703 -0.5 -0.3 0.8
C -5.65598 -2.52638 4.11996 -1.0 -0.2 -0.4
C -4.98170 1.68421 1.46754 0.8 1.2 -0.7
H -5.10595 -0.75003 5.24219 0.3 0.0 -0.5
H -2.83760 -0.50999 4.48443 -0.4 -0.1 -0.4
H -2.93166 -3.25181 3.35778 -0.1 0.4 0.1
H -1.64673 -2.06642 3.24907 -0.4 -0.1 0.0
H -2.12050 -1.47146 1.08148 -0.2 -0.1 0.2
H -2.74620 -3.09567 1.06056 -0.2 0.2 0.1
H -4.29082 -1.12002 0.06691 0.2 0.3 0.5
H -6.36113 -1.59401 1.06347 0.4 0.1 0.5
H -4.95167 -3.81804 2.52950 -0.1 0.4 -0.3
H -6.67704 -3.40857 2.46461 0.5 0.0 0.0
H -6.68054 -2.22823 4.40266 0.4 -0.2 -0.1
H -5.40241 -3.39850 4.74596 0.1 0.4 0.0
H -5.49200 2.35895 2.15993 0.2 0.1 -0.3
H -5.67392 1.35754 0.68810 0.0 0.2 -0.2
H -4.06249 2.11477 1.05681 -0.4 0.4 -0.3
P 3.67156 1.36188 -0.25103 -0.5 1.0 0.4
P 2.33710 1.11105 -3.14621 0.0 1.0 -0.5
C 3.74331 -0.19219 -1.16572 -0.3 -0.3 -1.1
C 3.35412 -0.22706 -2.46786 0.8 -0.1 0.6
C 5.39120 1.61981 0.38413 0.1 -0.3 -0.2
C 6.31648 0.57392 0.50904 0.0 0.3 0.3
C 7.57051 0.80982 1.07429 0.1 0.2 0.0
C 7.93606 2.10695 1.45134 -0.3 0.0 -0.1
C 7.05475 3.17788 1.23677 0.2 -0.4 0.1
C 5.79401 2.93440 0.69412 -0.1 -0.3 0.1
C 2.70103 0.75270 1.18780 0.1 0.0 0.3
C 1.33605 0.47700 0.95071 0.5 -0.1 0.3
C 0.54032 -0.01494 1.98191 0.1 0.1 0.1
C 1.07407 -0.19945 3.26495 0.2 0.1 -0.2
C 2.41902 0.10218 3.49911 0.0 0.0 0.0
C 3.24130 0.57252 2.46692 -0.6 -0.2 -0.1
C 3.15343 1.22171 -4.80406 0.2 -0.1 -0.2
C 4.47871 1.71030 -4.81698 -0.2 -0.4 -0.4
C 5.24923 1.64777 -5.98121 -0.4 -0.1 -0.1
C 4.67168 1.14998 -7.16018 0.0 0.0 0.0
C 3.33475 0.73176 -7.17924 0.3 0.2 0.1
C 2.57944 0.77564 -6.00360 0.2 -0.1 0.0
C 0.74379 0.29416 -3.55881 -0.1 -0.1 0.1
C -0.35247 1.12895 -3.87894 0.4 -0.5 -0.1
C -1.53959 0.56431 -4.34327 0.1 -0.3 0.0
C -1.66309 -0.83013 -4.45286 0.3 0.3 0.2
C -0.60670 -1.65175 -4.05376 0.0 -0.1 0.1
C 0.59216 -1.09525 -3.58915 -0.4 0.2 -0.3
H 4.08544 -1.07962 -0.63265 0.5 0.0 -0.4
H 3.72081 -0.97628 -3.18804 -0.6 -0.3 0.7
H 6.04582 -0.42537 0.16976 0.1 0.2 0.2
H 8.26828 -0.01893 1.23283 -0.3 0.3 -0.1
H 8.90924 2.28782 1.90779 -0.2 0.0 -0.1
H 7.36037 4.19277 1.50526 -0.2 -0.3 -0.1
H 5.11342 3.76749 0.51662 0.1 -0.2 0.1
H 0.92289 0.63779 -0.05015 0.1 -0.1 0.3
H -0.50881 -0.24157 1.78756 0.3 0.1 0.1
H 0.44349 -0.57433 4.07534 0.2 0.1 -0.2
H 2.84090 -0.02424 4.49757 -0.1 0.0 -0.3
H 4.29681 0.78164 2.64148 -0.3 0.0 0.0
H 4.92414 2.09797 -3.90483 -0.1 -0.1 0.0
H 6.29361 1.98526 -5.96864 -0.5 -0.1 0.0
H 5.27255 1.09254 -8.07138 -0.2 0.0 0.3
H 2.87976 0.36635 -8.11080 0.3 0.2 0.5
H 1.55031 0.41391 -6.02472 0.3 0.1 0.1
H -0.25192 2.21255 -3.77928 0.0 -0.3 -0.1
H -2.37406 1.20436 -4.62348 0.2 -0.1 0.1
H -2.58680 -1.26948 -4.83039 0.2 0.1 0.1
H -0.71112 -2.74123 -4.10553 0.0 0.4 0.0
H 1.42417 -1.72494 -3.27095 -0.3 0.0 -0.2
N -6.39086 0.31931 3.35338 -0.6 -0.3 0.5
C -7.49467 0.43300 3.73226 0.0 0.5 -0.5
N -8.72360 0.65765 3.95478 0.2 -0.1 -0.3
C -9.23124 0.55526 5.16299 -0.9 -0.2 1.8
N -9.75063 0.47243 6.20711 0.6 0.1 -1.2
```
Forces are in eV/Å.

Atomic partial charges in e from the Löwdin method, atoms 1 to 2: 0.7584, -0.1504

***

Number 1: molecular weight 789.953 g/mol. Number 2: molecular weight 971.702 g/mol. Number 3: molecular weight 640.610 g/mol.